(1)
Density functional theory data (ωB97M-V/def2-TZVPD) for C10H10BrClSr as an isolated structure in a non-equilibrium geometry.

Geometry as XYZ:
```
23
Properties=species:S:1:pos:R:3:forces:R:3:mulliken_charge:R:1
C -2.646 -0.938 -0.247 0.34 -0.02 0.02 -0.906
C -1.788 -1.105 -1.375 -0.52 0.28 0.17 -0.219
C -1.454 0.179 -1.869 -1.20 -0.11 0.03 -0.625
H -1.481 -2.060 -1.815 -0.06 0.42 0.33 0.302
C -2.090 1.133 -1.039 0.12 0.03 0.26 -0.229
C -2.810 0.464 -0.002 0.22 -0.19 -0.50 -1.155
H -3.396 0.925 0.810 0.09 -0.10 -0.51 0.599
H -3.066 -1.743 0.364 0.02 0.05 -0.24 0.502
H -0.969 0.392 -2.832 0.08 -0.11 0.86 0.517
H -1.998 2.214 -1.139 -0.01 -0.25 0.03 0.341
Sr -1.201 -0.383 2.144 0.59 0.24 -1.30 1.348
Cl 0.099 -2.655 1.905 0.00 -0.64 0.42 -0.824
C 2.988 0.194 -0.025 -0.41 0.26 -0.82 -0.465
C 2.443 1.419 -0.548 -0.25 -1.11 -0.29 -0.692
C 1.645 1.097 -1.695 0.78 -0.55 0.38 -0.410
H 2.617 2.407 -0.132 -0.22 -0.09 0.04 0.343
C 1.736 -0.319 -1.906 0.90 0.53 0.34 -0.379
C 2.583 -0.869 -0.892 -0.26 0.83 -0.11 -0.685
H 2.882 -1.916 -0.787 -0.27 0.30 0.01 0.308
H 3.546 0.083 0.913 -0.14 0.09 -0.45 0.365
H 1.046 1.796 -2.298 0.36 -0.31 0.35 0.361
H 1.337 -0.858 -2.772 -0.06 0.12 0.45 0.382
Br 0.172 1.823 3.255 -0.10 0.32 0.52 -0.781
```
Forces are in eV/Å.

Values from the calculation:
LUMO level = 0.1555 Eh
net charge = -2
2S+1 = 1
Kohn-Sham gap = 0.13774 Eh
HOMO level = 0.48 eV

***

(2)
Density functional theory data (ωB97M-V/def2-TZVPD) for a 17-piece molecular cluster, C4H41NO16 overall in a non-equilibrium geometry.

Geometry as XYZ:
```
62
Properties=species:S:1:pos:R:3:forces:R:3:mulliken_charge:R:1
C 0.502 0.539 -0.222 0.42 0.78 1.04 -2.177
C 0.028 -0.374 -1.063 1.71 -0.68 -1.21 0.564
N 0.749 -0.636 -2.259 -0.23 -0.15 1.10 0.269
C 0.197 -1.381 -3.379 -2.71 1.07 0.49 -0.586
C 1.250 -1.999 -4.290 -0.31 1.06 0.94 -1.224
H 0.151 0.638 0.799 -0.33 -0.27 -0.03 0.758
H 1.403 1.167 -0.386 -0.68 -0.51 -0.37 -0.083
H -0.674 -1.165 -0.806 -0.45 0.48 0.06 0.478
H 1.372 0.128 -2.465 -0.29 -0.44 -0.45 -0.299
H -0.529 -2.089 -2.918 0.87 -0.24 -0.27 0.465
H -0.592 -0.707 -3.877 1.43 -0.80 -0.22 0.281
H 1.599 -1.231 -4.967 0.33 0.05 -0.28 0.292
H 2.082 -2.394 -3.714 0.10 0.02 0.13 0.282
H 0.828 -2.797 -4.839 -0.47 -0.81 -0.76 0.426
H -2.975 2.147 -3.174 1.09 -0.29 0.17 0.304
H -1.466 2.331 -2.747 -0.39 -0.11 0.36 0.273
O -2.089 1.723 -3.173 -0.79 0.14 -0.41 -0.566
H -2.717 -3.465 0.979 -0.22 0.13 -0.05 -0.138
H -4.119 -3.438 1.760 1.64 0.02 -0.30 0.359
O -3.119 -3.433 1.874 -1.76 -0.22 0.22 -0.213
H 3.372 3.581 -1.393 1.29 -1.05 -0.29 0.410
H 3.689 2.560 -0.431 0.46 -0.76 -0.60 0.327
O 3.923 2.752 -1.372 -1.27 1.41 1.28 -0.655
H 2.855 -2.473 -0.664 0.67 0.48 -0.74 0.223
H 1.319 -2.228 -1.118 1.13 0.23 -0.04 0.315
O 1.943 -2.610 -0.473 -1.11 -0.79 0.60 -0.471
H 0.715 4.380 -1.816 0.03 0.69 -0.15 0.345
H 2.010 3.897 -2.241 0.13 -0.67 -0.60 0.300
O 1.596 4.240 -1.451 -0.47 0.71 -0.03 -0.693
H 0.286 -1.481 4.506 0.66 -0.51 0.31 0.339
H -0.721 -0.547 4.085 -0.62 0.83 -0.59 0.382
O 0.141 -0.536 4.521 0.35 -0.22 0.27 -0.585
H 2.296 2.152 -4.083 0.36 -0.53 0.67 0.269
H 2.202 1.568 -2.558 0.91 0.63 -0.54 0.493
O 1.762 2.023 -3.289 -0.88 0.53 -0.31 -0.607
H -2.215 0.781 4.106 -0.18 0.49 0.49 0.302
H -2.591 -0.810 4.148 0.30 1.06 -0.75 0.378
O -2.376 0.002 3.584 -0.35 -1.31 -0.04 -0.909
H 2.089 -0.218 3.945 0.72 0.08 -1.12 0.324
H 2.159 -0.953 2.651 -0.46 -0.69 -0.81 0.282
O 2.687 -0.349 3.156 -0.26 0.69 1.60 -0.676
H -3.672 -1.621 -2.282 0.28 0.59 -0.60 0.321
H -2.930 -0.384 -2.826 0.98 1.25 0.57 0.262
O -3.492 -1.085 -3.087 -1.18 -1.74 0.07 -0.582
H 4.348 2.108 1.562 -0.11 -0.21 0.22 0.304
H 3.298 1.055 1.972 -0.32 -1.13 0.94 0.324
O 3.452 1.794 1.399 0.43 1.41 -1.07 -0.656
H -2.877 -2.905 3.539 1.62 0.07 0.22 0.363
H -1.393 -2.820 4.194 0.44 -0.70 -0.77 0.248
O -2.300 -2.565 4.282 -1.92 0.47 0.70 -0.963
H -0.378 -3.410 1.067 -0.64 -0.01 -0.17 0.176
H 1.114 -3.334 0.896 0.30 0.14 -0.24 0.414
O 0.438 -3.483 1.564 0.14 -0.16 0.92 -0.754
H -0.267 1.988 4.535 -0.27 1.18 -1.52 0.335
H -0.074 2.865 3.181 -0.21 -0.55 0.73 0.305
O -0.687 2.650 3.909 0.54 -0.74 0.86 -0.675
H -4.199 0.786 0.489 -0.29 0.54 -0.71 0.339
H -3.515 0.219 1.650 0.54 -0.39 0.85 0.185
O -4.136 -0.031 0.969 -0.21 -0.23 -0.06 -0.508
H -0.050 3.520 -0.916 -2.37 -1.70 0.99 0.370
H -0.734 2.280 -0.261 -0.21 0.34 -0.59 0.287
O -0.966 3.080 -0.783 2.14 1.04 -0.11 -0.653
```
Forces are in eV/Å.

Values from the calculation:
LUMO level (alpha / beta) = 0.0720 / 0.0700 Eh
net charge = -1
⟨S²⟩ = 0.75
2S+1 = 2
Kohn-Sham gap (alpha / beta) = 0.06842 / 0.28504 Eh
HOMO level (alpha / beta) = 0.10 / -5.85 eV

***

(3)
Density functional theory data (ωB97M-V/def2-TZVPD) for C34H42N2O6 in the gas phase in a non-equilibrium geometry.

Geometry as XYZ:
```
84
Properties=species:S:1:pos:R:3:forces:R:3:mulliken_charge:R:1
C 1.637 -3.353 -3.439 0.50 0.17 -1.13 -1.131
C 0.681 -3.065 -2.318 0.33 -0.24 -0.21 -0.132
O 0.449 -1.657 -2.306 -1.10 0.24 -0.45 -0.094
C -0.686 -1.345 -1.664 -0.82 -1.26 -0.03 -0.887
C -0.997 0.113 -1.426 1.78 -1.56 0.07 2.427
C -2.491 0.392 -1.699 -0.70 0.25 -0.04 0.075
C -2.749 0.014 -3.196 0.22 -0.53 -0.25 -0.422
C -4.233 -0.059 -3.632 0.28 0.30 0.22 -0.895
C -5.057 -0.898 -2.659 -0.01 -0.32 0.17 -0.612
C -4.852 -0.549 -1.192 0.19 0.86 0.34 -0.966
C -3.399 -0.378 -0.745 0.33 -0.75 0.27 -0.876
C -0.252 1.187 -2.200 -0.47 2.35 0.01 -1.158
O -0.581 2.378 -2.042 0.05 -2.57 -1.16 -0.573
O 0.789 0.872 -3.011 -0.75 -0.08 0.40 -0.143
C 1.328 1.975 -3.782 -0.31 -0.10 0.48 -0.366
C 2.768 1.664 -4.074 0.48 -0.11 -0.11 -1.190
O -1.391 -2.237 -1.184 1.27 0.89 -0.79 -0.684
H 1.643 -4.437 -3.595 0.22 0.12 0.01 0.435
H 1.236 -2.901 -4.396 0.50 -0.39 1.03 0.239
H 2.688 -3.007 -3.287 -0.87 -0.19 -0.02 0.160
H -0.248 -3.585 -2.540 -0.06 0.03 0.24 0.448
H 1.027 -3.350 -1.317 0.02 -0.13 -0.22 0.116
H -2.669 1.476 -1.592 0.14 -0.40 0.03 0.868
H -2.166 0.686 -3.865 -0.41 -0.29 0.37 0.224
H -2.343 -1.008 -3.364 -0.11 0.47 0.10 0.213
H -4.656 0.955 -3.730 0.11 -0.26 0.12 0.378
H -4.313 -0.542 -4.620 0.20 0.35 0.19 0.350
H -6.123 -0.770 -2.890 0.20 -0.26 -0.05 0.357
H -4.797 -1.962 -2.784 -0.10 0.22 -0.16 0.313
H -5.335 0.408 -0.988 -0.40 0.04 -0.01 0.396
H -5.319 -1.312 -0.560 -0.05 0.21 -0.07 0.347
H -2.944 -1.369 -0.631 -0.53 0.42 0.09 0.491
H -3.332 0.107 0.242 -0.27 -0.07 -0.20 0.026
H 0.692 2.051 -4.665 0.19 0.19 -0.06 0.398
H 1.229 2.871 -3.167 -0.02 0.06 -0.37 0.323
H 3.161 2.327 -4.844 -0.09 0.12 -0.05 0.476
H 3.391 1.821 -3.185 -0.13 -0.19 -0.10 0.268
H 2.904 0.642 -4.438 -0.09 0.07 0.11 0.233
C -2.120 2.142 6.599 -0.15 -0.25 -0.29 -0.942
O -2.136 1.483 5.342 -0.04 0.19 0.44 -0.428
C -1.565 2.117 4.288 0.44 -0.08 -1.32 0.258
C -1.457 1.306 3.126 -0.48 0.70 0.85 0.041
C -0.823 1.816 2.008 1.30 0.78 -0.64 0.617
C -0.302 3.146 2.078 0.16 0.00 -0.22 -0.650
C -0.426 3.961 3.199 -0.16 0.39 -0.20 -1.184
C -1.083 3.460 4.321 0.12 -0.95 0.37 -0.697
N 0.430 3.384 0.918 -0.11 0.40 -0.15 0.243
C 1.281 4.534 0.632 0.04 -0.28 0.27 -1.072
C 0.432 2.257 0.150 -0.16 -0.30 2.29 -0.818
C -0.303 1.256 0.765 0.26 2.36 1.08 0.757
C -0.298 -0.101 0.312 -1.82 0.09 -2.05 -0.820
C 1.036 -0.750 0.307 1.33 -1.03 -0.86 0.682
C 1.979 -0.504 -0.679 0.78 -0.33 2.11 -1.015
N 3.094 -1.314 -0.511 -0.34 0.23 -0.37 0.392
C 4.253 -1.338 -1.413 0.05 0.24 0.20 -0.823
C 2.885 -2.154 0.582 -0.70 0.15 0.03 -0.079
C 1.592 -1.824 1.144 0.75 0.40 -1.28 1.011
C 1.206 -2.414 2.347 0.93 -0.71 0.75 -0.521
C 2.148 -3.329 2.932 -1.18 1.43 -0.38 0.434
O 2.144 -3.530 4.295 -0.26 0.18 0.26 -0.476
C 1.864 -2.360 5.142 -0.21 -0.82 -0.73 -0.708
C 3.214 -3.910 2.176 0.00 0.52 0.92 -1.110
C 3.674 -3.224 1.061 -0.46 0.01 -0.50 -0.867
H -2.618 1.427 7.244 -0.07 0.19 0.33 0.258
H -1.098 2.314 6.967 -0.18 0.05 -0.18 0.379
H -2.683 3.084 6.550 0.13 -0.15 0.15 0.343
H -1.899 0.314 3.099 0.13 0.05 0.31 0.547
H -0.034 4.990 3.184 -0.14 -0.65 0.14 0.244
H -1.095 4.028 5.267 -0.14 -0.27 -0.78 0.352
H 0.841 5.447 1.065 0.27 -0.39 -0.15 0.367
H 2.291 4.338 1.060 -0.53 0.44 -0.30 0.306
H 1.349 4.671 -0.461 0.00 -0.09 0.50 0.327
H 1.054 2.229 -0.717 0.30 0.08 0.18 0.701
H -1.115 -0.741 0.664 0.42 0.23 0.39 1.481
H 1.958 0.285 -1.409 0.22 -0.44 -0.18 0.368
H 4.824 -2.283 -1.207 -0.54 0.97 -0.55 0.226
H 3.905 -1.251 -2.474 0.33 -0.40 0.88 0.258
H 4.921 -0.457 -1.233 -0.43 -0.76 0.02 0.256
H 0.262 -2.071 2.830 1.06 -0.43 -0.06 0.388
H 2.379 -2.588 6.085 -0.25 0.22 -0.30 0.272
H 2.224 -1.416 4.689 0.03 -0.60 0.11 0.314
H 0.776 -2.268 5.298 0.43 -0.05 0.07 0.271
H 3.730 -4.800 2.588 -0.17 0.94 -0.18 0.401
H 4.618 -3.512 0.570 -0.67 0.06 0.23 0.283
```
Forces are in eV/Å.

Values from the calculation:
LUMO level = 0.0182 Eh
ΔE to the lowest compared entry with this formula, charge and spin = 0.0 kcal per mole
SMILES string = CCOC(=O)C(C(=O)OCC)(C1CCCCC1)C(c1cn(C)c2ccc(OC)cc12)c1cn(C)c2ccc(OC)cc12
2S+1 = 1
Kohn-Sham gap = 0.27717 Eh
HOMO level = -7.05 eV

***

(4)
Density functional theory data (ωB97M-V/def2-TZVPD) for an isolated ion of composition C18H22N and charge +1.

Geometry as XYZ:
```
41
Properties=species:S:1:pos:R:3:forces:R:3:mulliken_charge:R:1
C 0.700 2.367 -1.182 0.01 0.15 0.03 -1.027
C -0.118 1.387 -0.850 -0.23 -0.20 -0.12 0.070
C 0.044 -0.033 -1.316 -0.03 0.19 0.13 -1.101
H 0.652 -0.045 -2.219 0.03 -0.14 0.01 0.710
H -0.930 -0.456 -1.561 0.06 -0.08 -0.10 0.360
C 0.745 -0.913 -0.264 0.29 -0.13 -0.63 1.172
C 2.092 -0.292 0.098 0.03 -0.08 0.27 0.271
C 2.397 0.226 1.352 -0.05 -0.10 -0.11 -0.178
C 3.638 0.791 1.603 0.10 0.06 0.06 -1.066
C 4.595 0.856 0.608 -0.05 0.03 0.10 -0.454
C 4.301 0.353 -0.647 -0.06 -0.02 -0.06 -1.022
C 3.065 -0.212 -0.897 -0.05 -0.05 0.02 -0.181
H 2.860 -0.589 -1.887 -0.02 -0.06 -0.13 0.349
H 5.034 0.400 -1.437 0.07 0.00 -0.09 0.423
H 5.558 1.298 0.808 0.11 0.04 0.02 0.427
H 3.849 1.183 2.585 0.03 0.04 0.09 0.418
H 1.696 0.218 2.175 -0.09 0.00 0.07 0.316
C 0.934 -2.348 -0.751 -0.14 0.08 0.04 -1.904
H 1.233 -3.000 0.067 0.06 -0.11 0.07 0.430
H 0.034 -2.741 -1.216 -0.10 -0.05 -0.03 0.502
H 1.721 -2.385 -1.497 0.03 0.05 -0.01 0.439
N -0.115 -0.945 0.983 0.32 0.20 0.24 0.112
H -0.258 0.038 1.255 0.14 -0.22 0.15 0.438
H 0.452 -1.404 1.702 -0.11 0.21 -0.02 0.551
C -1.466 -1.591 0.939 -0.67 -0.20 -0.11 -1.029
C -2.544 -0.606 0.572 0.01 0.08 0.02 0.807
C -2.761 0.505 1.383 -0.06 -0.14 -0.06 -0.369
C -3.744 1.423 1.061 0.04 0.06 0.04 -0.605
C -4.521 1.237 -0.071 0.00 0.00 0.00 -0.546
C -4.320 0.127 -0.873 -0.02 0.00 -0.03 -0.702
C -3.334 -0.792 -0.554 0.06 -0.04 0.12 -0.309
H -3.189 -1.661 -1.178 0.04 -0.10 -0.09 0.433
H -4.931 -0.027 -1.748 -0.07 -0.01 -0.09 0.416
H -5.289 1.952 -0.321 -0.08 0.07 -0.03 0.426
H -3.907 2.280 1.696 -0.03 0.08 0.06 0.426
H -2.178 0.647 2.284 0.05 0.03 0.14 0.394
H -1.450 -2.427 0.241 0.14 0.07 0.09 0.390
H -1.669 -1.988 1.937 0.21 0.03 -0.08 0.411
H -0.979 1.590 -0.224 -0.09 0.14 0.06 0.181
H 0.551 3.373 -0.832 -0.07 0.20 0.11 0.325
H 1.551 2.207 -1.824 0.18 -0.09 -0.16 0.295
```
Forces are in eV/Å.

Values from the calculation:
LUMO level = -0.0972 Eh
net charge = +1
ΔE to the lowest compared entry with this formula, charge and spin = 4.2 kcal per mole
SMILES string = C=CC[C@](C)([NH2+]Cc1ccccc1)c1ccccc1
2S+1 = 1
Kohn-Sham gap = 0.36399 Eh
HOMO level = -12.55 eV